Density functional theory data (ωB97M-V/def2-TZVPD) for a cluster of 4 separate species, C22H23B3F3IN2O4 in total.

Cartesian coordinates (Å):
C -4.74038 3.62638 1.71454
C -3.73895 2.85704 0.86105
C -2.93843 3.72870 -0.11853
I -4.23487 4.53472 -1.63471
B -1.80711 2.89119 -0.82526
O -1.18365 1.84162 -0.16552
B -1.26312 0.66218 -0.92597
N -1.84691 -0.54245 -0.38122
O -0.78497 0.78157 -2.22767
B -0.57946 2.08981 -2.61524
N 0.50996 2.39109 -3.53711
C 1.41195 3.13292 -3.20852
O 2.32142 3.79537 -2.92095
O -1.39987 3.08932 -2.13665
H -5.44016 2.93481 2.18524
H -4.22293 4.14502 2.52352
H -5.31329 4.33812 1.12400
H -4.26562 2.08956 0.28469
H -3.02513 2.32114 1.48985
H -2.51047 4.56881 0.43262
H -2.84572 -0.52668 -0.57167
H -1.45787 -1.34615 -0.86012
F -1.61503 -3.43163 -0.68471
C -0.84321 -4.05722 0.24063
C -0.04858 -3.29832 1.07467
C 0.73257 -3.95482 2.01567
C 0.71072 -5.34035 2.10484
C -0.09906 -6.07560 1.25016
C -0.89011 -5.43356 0.30771
H -0.05094 -2.22003 0.99276
H 1.35577 -3.37861 2.68690
H 1.31889 -5.84349 2.84338
H -0.11772 -7.15529 1.31578
H -1.53277 -5.98449 -0.36549
F 0.91651 -5.48432 5.42072
C 0.21512 -4.50407 6.03045
C 0.61855 -4.08112 7.28069
C -0.10259 -3.07232 7.90308
C -1.20651 -2.51019 7.27687
C -1.59077 -2.95680 6.01993
C -0.87630 -3.96138 5.38280
H 1.47899 -4.53736 7.75108
H 0.20109 -2.72503 8.88168
H -1.76596 -1.72541 7.76800
H -2.45173 -2.52263 5.52927
H -1.15469 -4.31803 4.40002
F 4.01599 1.37117 -7.85171
C 4.34913 2.57238 -7.33660
C 3.62055 3.06661 -6.27354
C 3.96971 4.30185 -5.74595
C 5.02708 5.02023 -6.28812
C 5.74149 4.50076 -7.35880
C 5.40650 3.26415 -7.89171
H 2.79713 2.48806 -5.87506
H 3.41542 4.70313 -4.91054
H 5.29419 5.98349 -5.87467
H 6.56469 5.05943 -7.78419
H 5.95145 2.83675 -8.72237

## Properties
Net charge ... 0
Gap between HOMO and LUMO ... 9.44 eV
SMILES string ... CC[C@H](I)B1OB(N)OB(N=C=O)O1.Fc1ccccc1.Fc1ccccc1.Fc1ccccc1

How positive or negative is each atom? The Löwdin charges in e answer that: C -0.1245; C -0.3325; C -0.5682; I 0.9395; B -0.6517; O 0.2822; B -0.6299; N 0.2132; O 0.3281; B -0.6028; N 0.3204; C -0.2856; O 0.1891; O 0.2624; H 0.0738; H 0.0771; H 0.0307; H 0.1059; H 0.1170; H 0.0939; H 0.0991; H 0.0563; F 0.0358; C -0.2739; C -0.0134; C -0.0845; C -0.0999; C -0.0767; C -0.0163; H 0.1054; H 0.1100; H 0.0965; H 0.1062; H 0.1177; F 0.0475; C -0.2840; C -0.0182; C -0.0848; C -0.0973; C -0.0799; C -0.0177; H 0.1170; H 0.1043; H 0.1004; H 0.1054; H 0.1113; F 0.0551; C -0.2864; C -0.0111; C -0.0794; C -0.0930; C -0.0858; C -0.0198; H 0.1104; H 0.0852; H 0.1008; H 0.1035; H 0.1163